{"formula": "C3H5NO", "method": "ωB97M-V/def2-TZVPD", "species": ["O", "C", "C", "C", "N", "H", "H", "H", "H", "H"], "positions_angstrom": [[-2.0388, -0.0963, 0.1325], [-0.6293, -0.2006, 0.1764], [0.5193, 0.8052, -0.3772], [1.6243, -0.0415, 0.1145], [2.2458, -0.8893, 0.5989], [-2.3624, -0.9609, -0.1706], [-0.3193, -0.2690, 1.2179], [-0.3359, -1.1286, -0.3083], [0.6268, 1.8048, 0.0705], [0.6695, 0.9761, -1.4546]], "atomic_forces_ev_per_a": [[0.2, 0.5, -0.7], [0.7, -0.3, 0.1], [-0.1, -0.2, 0.1], [0.7, -0.6, 0.3], [-0.2, 1.0, -0.6], [0.1, 0.6, 0.1], [-0.2, -0.1, 0.2], [0.0, -0.2, 0.1], [-0.5, -0.4, 0.2], [-0.6, -0.4, 0.2]], "smiles": "N#CCCO", "spin_multiplicity": 1, "homo_energy_ev": -11.0, "charge": 0, "largest_force_ev_per_a": 1.18, "lumo_energy_ev": 0.561}


{"formula": "C7H11F2N", "method": "ωB97M-V/def2-TZVPD", "species": ["C", "C", "C", "C", "C", "C", "C", "N", "F", "F", "H", "H", "H", "H", "H", "H", "H", "H", "H", "H", "H"], "positions_angstrom": [[-0.9659, 1.5366, 1.1534], [-1.4997, 1.7725, -0.0512], [-0.5242, 0.2507, 1.8307], [0.2204, -0.8368, -1.0820], [0.7387, -0.1692, 1.1281], [0.0746, -2.3321, -1.1480], [1.8786, -0.5946, 1.7180], [0.6901, -0.0250, -0.1890], [-0.1037, -0.2874, -2.2348], [-0.0526, 2.3684, -4.0916], [-0.5719, 2.4167, 1.7287], [-1.6898, 2.7953, -0.2442], [-0.3554, 0.5276, 2.8989], [-1.2714, -0.5460, 2.0681], [0.5589, -2.7755, -2.0601], [-0.8862, -2.7056, -0.8702], [0.8163, -2.7059, -0.4052], [2.0300, -0.5596, 2.8008], [2.5899, -0.8942, 1.0159], [-1.7674, 1.0855, -0.8139], [0.0907, 1.6787, -3.1524]], "atomic_forces_ev_per_a": [[-0.1, 0.7, 0.2], [0.4, 0.2, 1.9], [-0.4, 0.8, 1.4], [1.7, 1.2, 2.9], [1.5, -1.8, 3.6], [2.9, -0.3, 0.8], [-2.1, 0.9, 0.7], [-2.3, -1.9, -5.8], [-0.1, 0.8, -1.5], [0.8, -3.8, 5.1], [-0.9, -0.7, -0.6], [-0.1, 0.9, -0.6], [0.7, -0.1, -0.7], [0.3, 0.3, -1.4], [-1.2, 0.8, 0.3], [-0.7, -0.2, -0.3], [-0.8, 0.2, 0.1], [0.0, -0.2, -0.6], [1.6, -0.4, -0.4], [-0.3, -0.8, -0.2], [-0.8, 3.6, -5.0]], "spin_multiplicity": 1, "homo_energy_ev": -8.8, "charge": 0, "largest_force_ev_per_a": 6.53, "lumo_energy_ev": 0.587}


{"formula": "C26H48ClOPPd", "method": "ωB97M-V/def2-TZVPD", "species": ["Pd", "P", "Cl", "C", "H", "H", "C", "C", "C", "H", "C", "H", "H", "C", "H", "H", "C", "H", "H", "C", "H", "H", "H", "H", "C", "C", "H", "C", "H", "H", "C", "H", "H", "C", "H", "H", "C", "H", "H", "H", "H", "C", "H", "C", "H", "H", "C", "H", "H", "C", "H", "H", "C", "H", "H", "H", "H", "C", "C", "H", "C", "H", "C", "H", "H", "C", "H", "H", "C", "H", "H", "H", "H", "C", "O", "H", "H", "H"], "positions_angstrom": [[1.4948, -0.7895, 1.0889], [-0.5342, -0.3483, -0.0245], [0.2450, -2.5321, 2.1238], [1.9951, -1.9647, -0.2167], [2.6749, -1.7641, -1.0513], [1.6568, -3.0047, -0.1324], [-1.6453, 0.1435, 1.3815], [-1.2004, -1.9298, -0.7484], [-2.9937, 0.8103, 1.0669], [-1.8263, -0.8331, 1.8540], [-3.8080, 0.9921, 2.3577], [-2.8221, 1.7959, 0.6155], [-3.5635, 0.2198, 0.3444], [-3.0329, 1.8164, 3.3931], [-4.7659, 1.4724, 2.1249], [-4.0382, 0.0029, 2.7769], [-1.6673, 1.1848, 3.6897], [-2.8858, 2.8348, 3.0047], [-3.6153, 1.9103, 4.3171], [-0.8552, 0.9862, 2.4039], [-1.0999, 1.8048, 4.3932], [-1.8080, 0.2056, 4.1658], [-0.6007, 1.9615, 1.9680], [0.0916, 0.4861, 2.6654], [-0.6625, 0.9097, -1.4030], [-0.6058, -2.2291, -2.1357], [-0.7702, -2.6534, -0.0440], [-0.9266, -3.6734, -2.5445], [-1.0117, -1.5462, -2.8921], [0.4809, -2.0760, -2.1171], [-2.4396, -3.9260, -2.5202], [-0.5196, -3.8777, -3.5421], [-0.4311, -4.3608, -1.8458], [-3.0299, -3.6037, -1.1419], [-2.9236, -3.2947, -3.2797], [-2.6541, -4.9669, -2.7894], [-2.7213, -2.1587, -0.7169], [-4.1147, -3.7641, -1.1433], [-2.6040, -4.2881, -0.3958], [-3.2454, -1.4640, -1.3840], [-3.1020, -1.9896, 0.2953], [-0.3242, 2.3479, -0.9682], [0.1216, 0.5774, -2.1022], [-0.2293, 3.2842, -2.1815], [-1.1066, 2.7107, -0.2897], [0.6160, 2.3770, -0.4178], [-1.5209, 3.2718, -3.0052], [0.0018, 4.3013, -1.8436], [0.6103, 2.9607, -2.8134], [-1.8919, 1.8414, -3.4102], [-2.3367, 3.6988, -2.4044], [-1.4142, 3.9059, -3.8931], [-1.9941, 0.9210, -2.1844], [-2.8432, 1.8316, -3.9556], [-1.1279, 1.4447, -4.0942], [-2.7972, 1.2789, -1.5322], [-2.2686, -0.0846, -2.5058], [2.5294, 1.4182, 0.8746], [2.7508, 0.7577, -0.3172], [1.5709, 1.9033, 1.0418], [4.1402, 0.3429, -0.7284], [2.0044, 0.8053, -1.1044], [5.1031, 0.2885, 0.4603], [4.1201, -0.6181, -1.2571], [4.4997, 1.0752, -1.4695], [5.0441, 1.6098, 1.2333], [4.8150, -0.5353, 1.1230], [6.1214, 0.0952, 0.1048], [3.6359, 1.8686, 1.7963], [5.7703, 1.6098, 2.0530], [5.3261, 2.4274, 0.5551], [3.5229, 1.3851, 2.7708], [3.4888, 2.9458, 1.9596], [4.0369, -2.1325, 2.9410], [2.9814, -1.5749, 2.1720], [4.7126, -2.7128, 2.2792], [3.6120, -2.8071, 3.7122], [4.6042, -1.3192, 3.4388]], "atomic_forces_ev_per_a": [[-1.3, 3.8, 1.7], [-1.1, 0.6, -0.3], [-0.6, -0.7, 1.1], [1.7, -4.0, -4.5], [-0.2, -0.2, 0.1], [0.2, 0.2, -0.1], [-0.1, 0.0, -0.2], [0.1, 0.1, 0.1], [0.0, -0.1, 0.2], [0.0, 0.1, 0.0], [0.1, 0.1, -0.1], [0.0, -0.1, 0.1], [0.1, 0.1, 0.1], [0.0, -0.1, 0.0], [0.1, -0.1, 0.1], [0.0, 0.1, 0.0], [-0.1, 0.1, -0.2], [0.0, -0.1, 0.0], [0.1, 0.0, -0.1], [-0.2, -0.1, 0.2], [-0.1, -0.1, -0.1], [0.0, 0.1, -0.1], [0.0, 0.0, 0.0], [-0.2, 0.1, -0.1], [-0.3, -0.1, 0.0], [0.0, -0.1, 0.0], [0.0, 0.0, -0.2], [-0.1, 0.1, 0.0], [0.0, -0.1, 0.0], [-0.2, 0.0, 0.0], [0.1, 0.0, 0.1], [-0.1, 0.0, 0.1], [0.0, 0.1, -0.1], [0.0, 0.1, 0.0], [0.1, -0.1, 0.1], [0.0, 0.1, 0.0], [0.1, -0.1, 0.0], [0.1, 0.0, 0.0], [0.0, 0.1, -0.1], [0.0, -0.1, 0.1], [0.0, 0.0, -0.1], [0.0, -0.1, -0.1], [-0.1, 0.0, 0.0], [-0.1, 0.0, 0.1], [0.1, 0.0, -0.1], [-0.1, 0.0, -0.1], [0.1, -0.1, 0.0], [0.0, -0.1, -0.1], [-0.1, 0.0, 0.1], [0.0, 0.0, 0.1], [0.1, -0.1, -0.1], [0.0, -0.1, 0.1], [0.2, 0.1, -0.1], [0.1, 0.0, 0.0], [-0.1, 0.0, 0.1], [0.1, 0.0, -0.1], [0.0, 0.2, 0.0], [0.1, 0.3, -1.0], [0.2, 0.8, 0.9], [0.2, -0.2, 0.0], [0.0, -0.1, 0.0], [0.0, -0.2, 0.2], [-0.1, 0.2, -0.1], [0.0, 0.2, 0.1], [0.0, -0.1, 0.1], [-0.1, 0.0, 0.0], [0.1, 0.1, -0.2], [-0.1, 0.0, 0.1], [0.1, -0.2, 0.0], [-0.1, 0.0, -0.1], [-0.1, -0.1, 0.1], [0.0, 0.0, 0.1], [0.1, -0.2, 0.1], [-0.2, 0.2, -0.6], [2.6, -0.7, 2.3], [-0.4, 0.2, 0.4], [0.0, 0.4, -0.4], [-0.4, -0.4, -0.1]], "spin_multiplicity": 5, "homo_energy_ev": [-5.6, -8.7], "charge": 0, "largest_force_ev_per_a": 6.19, "lumo_energy_ev": [0.723, -1.798]}


In the order shown, the computed ΔE to the lowest compared entry with this formula, charge and spin values come out to 142.4; 319.6; 0.0 kJ/mol.
In the order shown, the computed total energy values come out to -6728.0972; -14358.7417; -55074.2914 eV.